DFT (ωB97M-V/def2-TZVPD) results for 4 unconnected molecules or ions with the total composition C22H40ClN4O8.

Structure (XYZ):
```
75
Properties=species:S:1:pos:R:3:lowdin_charge:R:1
C -1.55970 -6.04564 -3.14296 0.114
C -1.05000 -5.29923 -2.31984 -0.080
C -0.49713 -4.46338 -1.10985 -0.096
N -0.69915 -2.98901 -1.32397 0.001
C 0.32551 -2.13115 -1.96584 -0.046
C 1.62266 -1.82575 -1.09228 -0.164
O 1.91386 -0.72687 -0.62272 0.022
C -1.86107 -2.49633 -0.94138 -0.197
N -2.97738 -3.23683 -0.34481 -0.352
Cl -2.82650 -3.62840 1.33540 0.787
C -4.15785 -2.30653 -0.36245 -0.346
C -5.58607 -2.84371 -0.80785 -0.022
C -3.75057 -0.96424 -1.11223 -0.279
O -4.09635 -0.78325 -2.48566 0.001
N -2.26850 -1.08668 -1.05087 0.000
C -1.63809 -0.44378 0.13996 -0.231
N -2.11111 0.96232 0.35660 0.054
H -1.96774 -6.91748 -3.72664 0.077
H -1.00459 -4.84504 -0.17506 0.101
H 0.61473 -4.63498 -0.95736 0.143
H 0.69760 -2.67548 -2.90160 0.162
H -0.08188 -1.13767 -2.33015 0.154
H 2.39668 -2.64898 -0.90908 0.151
H -4.21395 -1.95746 0.72217 0.102
H -6.29338 -2.66342 0.06774 0.095
H -6.02087 -2.22924 -1.66357 0.092
H -5.54236 -3.93265 -1.09959 0.092
H -4.27086 -0.12046 -0.57969 0.177
H -3.45034 -1.22016 -3.07280 0.110
H -1.76018 -1.03399 1.10861 0.123
H -0.52302 -0.38426 -0.05450 0.104
H -1.42389 1.34128 1.02750 0.078
H -1.95571 1.44555 -0.53969 0.088
O -1.98753 4.34996 -0.72537 0.082
C -2.31537 4.80873 0.34550 -0.522
O -1.72259 4.37563 1.47836 -0.020
C -1.91720 4.95624 2.77501 -0.227
C -3.16857 4.41636 3.43364 -0.056
C -3.44215 5.80008 0.44255 0.013
H -1.90688 6.04722 2.72293 0.120
H -1.04826 4.66632 3.36744 0.097
H -4.06555 4.66278 2.86174 0.069
H -3.27945 4.82361 4.44002 0.089
H -3.12345 3.32705 3.49767 0.082
H -4.39141 5.26393 0.40761 0.101
H -3.37797 6.47839 -0.40890 0.096
H -3.40962 6.42266 1.33362 0.071
O 5.80289 -2.73384 -4.92381 0.108
C 5.98176 -1.95632 -4.02248 -0.527
O 5.56955 -2.26754 -2.77458 -0.014
C 5.86620 -1.49432 -1.60402 -0.226
C 4.89157 -0.34438 -1.45173 -0.060
C 6.58430 -0.60090 -4.27825 0.011
H 6.90766 -1.16578 -1.60457 0.118
H 5.75753 -2.17273 -0.75505 0.121
H 4.94939 0.34897 -2.29323 0.077
H 5.09190 0.21135 -0.53340 0.088
H 3.86815 -0.71820 -1.41980 0.031
H 5.81151 0.06439 -4.66573 0.099
H 7.37356 -0.71024 -5.02251 0.097
H 7.04734 -0.14854 -3.40403 0.069
O -0.42423 2.09219 4.77250 0.104
C 0.43922 1.82222 3.97025 -0.516
O 0.59760 0.54835 3.54979 -0.009
C 1.46497 0.13548 2.48720 -0.258
C 2.88841 -0.04151 2.97399 -0.051
C 1.40206 2.87576 3.49010 0.022
H 1.39289 0.82050 1.63850 0.105
H 1.08226 -0.82735 2.14016 0.108
H 3.30454 0.89370 3.35270 0.074
H 3.52871 -0.40175 2.16617 0.074
H 2.92182 -0.75910 3.79650 0.090
H 2.17834 3.01855 4.24306 0.105
H 0.85393 3.80761 3.35423 0.072
H 1.86433 2.65235 2.53090 0.075
```

Results
LUMO in Ha: -0.17059
Energy above the lowest of the compared OMol25 structures with the same formula, charge and spin in kcal/mol: 0.00
Total charge: +1
Gap between HOMO and LUMO in eV: 7.449